Record 1
8 unconnected molecules or ions with the total composition C28H39BN7 in a non-equilibrium geometry. Source: the OMol25 dataset; level of theory: ωB97M-V/def2-TZVPD.

The calculation puts the energy above the lowest of the compared OMol25 structures with the same formula, charge and spin at 1132.8 kJ/mol. The largest force on an atom is 11.738 eV Å⁻¹. As for the net charge: -1. The value obtained for the LUMO energy is 2.6 eV. The value obtained for the orbital gap is 0.29157 Eh. The total energy is -1497.8780 Ha.

Structure (XYZ):
```
75
C28H39BN7 ωB97M-V/def2-TZVPD
H -5.1903 2.7440 -2.5255
C 1.2647 5.7970 0.6455
C 0.4597 -1.1270 -4.4805
H 1.1547 -1.4600 -6.5885
C -2.2353 2.8560 1.8025
H 1.5327 2.4830 0.5225
C -0.0293 -3.4750 -4.0735
C 0.6427 -2.6300 4.6145
H 1.1257 -4.9720 -0.9495
N -1.5593 3.9720 2.0825
H 0.7277 -1.1030 3.1485
C 5.1957 -0.0910 -3.5205
H -1.6913 -6.7070 2.3675
C -2.4673 1.0310 -1.7165
H 5.5697 -0.5340 -4.2935
C -1.4193 -1.8830 5.6555
C -3.1343 0.1190 -2.7135
H 1.4287 5.7610 3.0675
C -0.7513 -4.5670 1.7645
H 1.5677 -2.9850 4.5495
C 5.8987 0.8100 -2.5385
C -3.4623 4.3630 3.1425
H 1.2267 -1.4640 0.2425
H -2.1833 -1.8320 6.3475
N 0.6397 -1.8920 -5.6095
H -4.3043 4.7760 3.9635
B 1.1197 -0.0790 0.2655
H -5.0923 0.4610 -4.0245
H 5.2687 1.1580 -0.2815
C -0.0463 -2.1100 -3.5025
N 0.0467 -4.3510 0.5915
C 3.8297 -0.3710 -2.9685
H -0.4693 -7.4410 -0.2335
H -2.0193 1.9360 1.2955
H 0.8657 6.6130 0.1775
C -0.4683 -3.0640 5.6755
C -4.4073 0.7230 -3.2375
N 1.4917 3.4380 0.8305
H -0.2723 -1.7500 -2.4355
C 1.5857 3.8310 2.0975
H 0.3437 -3.4540 0.3565
H -3.3883 3.0910 -1.0825
C -1.2783 -1.1390 4.2975
C 1.2117 4.4450 -0.1715
H 0.2667 0.1870 1.0495
H 1.0247 4.2520 -1.2765
N 0.0337 -1.5530 3.8905
H 3.1647 0.1350 -0.9035
H -1.6783 5.9090 3.3095
C 5.0787 0.8070 -1.3475
N -3.3863 2.1370 -1.6955
H -0.3833 -4.3940 -3.5865
H 0.5817 -0.0350 -4.6325
C -1.1313 -6.0910 1.5055
H 0.9467 0.3880 -0.8705
H 6.7937 1.2880 -2.8225
C 0.4597 -5.3480 -0.1435
N 3.9127 0.1260 -1.7125
C -4.4623 2.0990 -2.5975
C -3.4913 3.0100 2.5515
H -0.1423 -3.8250 6.3325
H 3.1457 -1.0690 -3.3225
C 0.4367 -3.3040 -5.4715
C -2.2573 4.9200 2.8505
H 2.1607 0.3590 0.6445
C -0.4023 -6.5540 0.2395
H -1.3873 -3.8570 2.5465
H -0.6363 4.0190 1.8555
H -2.7513 -0.7950 -3.0035
H -4.3433 2.2690 2.4785
H -1.6073 -0.2840 3.8585
C 1.4897 5.2990 2.1435
H 0.2907 -4.0500 -6.0365
H 1.5297 3.1080 2.7025
H -1.5833 0.9220 -1.0925
```

---

Record 2
A gas-phase ion, C6H8N (charge +1) in a non-equilibrium geometry. Source: the OMol25 dataset; level of theory: ωB97M-V/def2-TZVPD.

The calculation puts the energy above the lowest of the compared OMol25 structures with the same formula, charge and spin at 364.3 kJ/mol. Its SMILES is C1=[NH+]CC2=C1CC2. The largest force on an atom is 5.035 eV Å⁻¹. As for the net charge: +1. The value obtained for the LUMO energy is -5.2 eV. The value obtained for the orbital gap is 0.33709 Eh. The total energy is -287.8175 Ha.

Structure (XYZ):
```
15
C6H8N ωB97M-V/def2-TZVPD
H -1.9834 1.2215 -0.7125
H 1.3041 1.5581 -0.9684
H 3.0094 -0.2321 -0.1014
C 1.1620 -1.2284 0.1356
C -0.1155 -0.7702 0.1364
C -1.5964 -0.9059 -0.0611
H -2.1287 0.9772 0.9357
C -0.2122 0.6369 0.1856
H -2.0272 -1.5486 0.6059
N 1.9352 -0.1421 -0.0585
H -1.9645 -1.0529 -1.0456
C 1.1678 1.1351 0.0109
H 1.6002 1.8442 0.6385
H 1.5028 -2.1606 0.2682
C -1.6536 0.6680 0.0307
```

---

Record 3
C2H2ClO3P in the gas phase in a non-equilibrium geometry. Source: the OMol25 dataset; level of theory: ωB97M-V/def2-TZVPD.

The calculation puts the energy above the lowest of the compared OMol25 structures with the same formula, charge and spin at 688.2 kJ/mol. The largest force on an atom is 5.649 eV Å⁻¹. The value obtained for the LUMO energy (alpha / beta) is -0.8 / -3.3 eV. The value obtained for the orbital gap (alpha / beta) is 0.33232 / 0.22892 Eh. The total energy is -1104.4535 Ha.

Structure (XYZ):
```
9
C2H2ClO3P ωB97M-V/def2-TZVPD
O 2.4634 -0.8526 -0.4797
H -0.5281 -0.8129 0.9574
O 1.4982 -1.0337 0.4978
C -0.0842 0.2131 -0.7375
P 3.8804 -0.0549 -0.1916
O 4.6815 -0.1882 -1.4380
C 0.3131 -0.5403 0.2190
Cl 4.6605 -1.3674 1.3400
H -0.7748 0.8181 -1.0256
```

---

> Look up the largest force on an atom of the second one.

5.035 eV Å⁻¹

---

Copy entry 2 word for word.
A gas-phase ion, C6H8N (charge +1) in a non-equilibrium geometry. Source: the OMol25 dataset; level of theory: ωB97M-V/def2-TZVPD.

The calculation puts the energy above the lowest of the compared OMol25 structures with the same formula, charge and spin at 364.3 kJ/mol. Its SMILES is C1=[NH+]CC2=C1CC2. The largest force on an atom is 5.035 eV Å⁻¹. As for the net charge: +1. The value obtained for the LUMO energy is -5.2 eV. The value obtained for the orbital gap is 0.33709 Eh. The total energy is -287.8175 Ha.

Structure (XYZ):
```
15
C6H8N ωB97M-V/def2-TZVPD
H -1.9834 1.2215 -0.7125
H 1.3041 1.5581 -0.9684
H 3.0094 -0.2321 -0.1014
C 1.1620 -1.2284 0.1356
C -0.1155 -0.7702 0.1364
C -1.5964 -0.9059 -0.0611
H -2.1287 0.9772 0.9357
C -0.2122 0.6369 0.1856
H -2.0272 -1.5486 0.6059
N 1.9352 -0.1421 -0.0585
H -1.9645 -1.0529 -1.0456
C 1.1678 1.1351 0.0109
H 1.6002 1.8442 0.6385
H 1.5028 -2.1606 0.2682
C -1.6536 0.6680 0.0307
```

---

> What is the largest force on an atom in the first record?

11.738 eV Å⁻¹